{
  "formula": "C34H50KN5O4S",
  "method": "wB97M-V/def2-TZVPD",
  "homo_ev": -1.016,
  "fmax_ha_per_bohr": 0.0535,
  "orbital_gap_ev": 4.7,
  "total_charge": -2,
  "elements": ["K", "C", "C", "C", "C", "C", "C", "N", "C", "C", "N", "C", "C", "O", "O", "C", "C", "C", "C", "C", "C", "N", "C", "C", "N", "C", "C", "O", "O", "H", "H", "H", "H", "H", "H", "H", "H", "H", "H", "H", "H", "H", "H", "H", "H", "H", "H", "H", "H", "H", "H", "H", "H", "H", "H", "H", "H", "H", "H", "H", "H", "H", "H", "H", "H", "H", "H", "H", "C", "C", "C", "C", "C", "C", "C", "C", "N", "H", "H", "H", "H", "H", "H", "S", "C", "C", "C", "C", "C", "C", "H", "H", "H", "H", "H"],
  "xyz": [[-0.6468, -0.0135, 2.3055], [0.9999, -3.0515, -3.7592], [1.4529, -3.0567, -2.3001], [2.6940, -2.1758, -2.0825], [2.6777, -0.6455, -2.3260], [4.0046, -0.1560, -1.7408], [2.6121, -0.2640, -3.8105], [1.5475, 0.0064, -1.5868], [1.6307, 1.4842, -1.4824], [0.6269, 2.1111, -0.5266], [-0.7823, 2.1693, -0.9205], [-1.4251, 3.2465, -0.1723], [-1.3417, 3.1292, 1.3855], [-1.2756, 4.2142, 1.9826], [-1.3716, 1.9619, 1.8649], [-1.0575, 2.1609, -2.3577], [-0.8808, 3.5234, -3.0443], [-2.4483, 1.5710, -2.6443], [-2.5255, 0.0257, -2.7199], [-2.0365, -0.4327, -4.1005], [-4.0072, -0.3582, -2.5726], [-1.6460, -0.5393, -1.6762], [-1.9240, -1.8917, -1.1692], [-0.9779, -2.9243, -1.7695], [0.4013, -2.6703, -1.3616], [0.6629, -3.0909, 0.0216], [0.6913, -1.9819, 1.0960], [0.2950, -2.2612, 2.2297], [1.1528, -0.8356, 0.7684], [1.8764, -3.1462, -4.4031], [0.4715, -2.1330, -4.0167], [0.3386, -3.8929, -3.9690], [1.7870, -4.0902, -2.0916], [3.4974, -2.5805, -2.7052], [3.0159, -2.3107, -1.0454], [4.8085, -0.8312, -2.0382], [3.9675, -0.1387, -0.6481], [4.2718, 0.8412, -2.0872], [3.3003, -0.8833, -4.3890], [2.9080, 0.7773, -3.9480], [1.6090, -0.3847, -4.2238], [1.4642, -0.4089, -0.5220], [0.6283, -0.2891, -1.9476], [1.5658, 1.9358, -2.4743], [2.6034, 1.7251, -1.0600], [1.0107, 3.1267, -0.3399], [0.6722, 1.5907, 0.4337], [-2.4922, 3.2825, -0.4078], [-0.9929, 4.2233, -0.4230], [-0.3389, 1.4781, -2.8156], [-1.6796, 4.2101, -2.7550], [-0.9075, 3.4004, -4.1305], [0.0760, 3.9780, -2.7708], [-2.8114, 1.9665, -3.5972], [-3.1405, 1.9088, -1.8696], [-2.6915, -0.0383, -4.8835], [-2.0514, -1.5232, -4.1713], [-1.0152, -0.0836, -4.2905], [-4.6222, 0.3259, -3.1654], [-4.3193, -0.2984, -1.5282], [-4.2047, -1.3738, -2.9255], [-1.6569, 0.1185, -0.9001], [-2.9539, -2.2106, -1.3227], [-1.7954, -1.8860, -0.0885], [-1.0479, -2.8456, -2.8492], [-1.3099, -3.9373, -1.4861], [1.6456, -3.5675, 0.0788], [-0.0674, -3.8323, 0.3563], [2.5690, 1.8734, 2.4419], [3.7689, 1.6230, 1.8544], [4.3782, 2.5349, 0.8935], [5.6022, 2.3086, 0.3429], [6.3595, 1.1430, 0.6417], [5.7809, 0.2204, 1.5641], [4.5654, 0.4346, 2.1344], [7.6207, 0.9097, 0.0614], [8.6618, 0.7143, -0.4172], [1.9997, 2.7667, 2.2049], [2.1530, 1.2233, 3.2053], [3.8363, 3.4448, 0.6503], [6.0236, 3.0305, -0.3495], [6.3371, -0.6805, 1.8025], [4.1542, -0.2931, 2.8262], [-4.3565, -1.4183, 1.6372], [-4.1622, -2.6523, 2.8386], [-4.2112, -4.0251, 2.5098], [-4.0962, -5.0139, 3.4754], [-3.9117, -4.6858, 4.8141], [-3.8303, -3.3404, 5.1605], [-3.9466, -2.3476, 4.2001], [-4.3453, -4.2866, 1.4675], [-4.1467, -6.0576, 3.1799], [-3.8292, -5.4566, 5.5708], [-3.6686, -3.0648, 6.1976], [-3.8810, -1.3029, 4.4768]],
  "forces_ev_per_angstrom": [[-0.27, -1.15, 1.21], [0.09, -0.04, 0.03], [0.05, 0.18, -0.05], [-0.26, -0.07, 0.16], [0.18, -0.14, -0.15], [0.05, 0.13, 0.09], [-0.15, 0.00, 0.06], [-0.06, -0.11, 0.53], [-0.05, 0.18, 0.13], [-0.09, -0.05, 0.04], [-0.02, -0.22, -0.01], [-0.05, -0.08, 0.11], [0.02, 0.07, -0.03], [-0.08, -0.24, -0.09], [-0.70, 2.56, -0.73], [-0.12, 0.07, -0.05], [0.00, -0.09, 0.03], [0.18, -0.11, 0.19], [0.00, 0.03, -0.12], [-0.01, 0.02, 0.05], [0.07, -0.03, 0.02], [-0.17, 0.06, 0.13], [0.28, 0.07, -0.11], [0.05, 0.20, 0.11], [-0.09, -0.14, 0.04], [-0.05, 0.24, -0.11], [0.34, -0.44, -0.27], [0.32, -0.79, -0.24], [0.21, -0.26, -0.29], [-0.02, 0.03, -0.01], [0.05, -0.03, -0.05], [0.01, 0.03, -0.03], [0.04, -0.01, 0.04], [0.04, 0.05, 0.02], [0.01, 0.00, -0.02], [-0.03, 0.02, -0.01], [0.07, -0.01, 0.00], [0.00, 0.03, 0.05], [-0.01, 0.01, 0.03], [-0.01, -0.02, 0.00], [0.04, -0.03, -0.01], [-0.02, -0.06, -0.38], [-0.04, -0.02, -0.06], [0.10, -0.05, -0.02], [0.07, -0.03, 0.00], [0.03, 0.02, -0.02], [0.21, 0.18, -0.10], [0.00, -0.04, -0.05], [0.02, 0.05, -0.02], [-0.02, -0.01, -0.01], [0.05, 0.01, -0.02], [-0.01, 0.03, 0.01], [-0.05, 0.01, -0.01], [-0.08, -0.01, 0.00], [0.00, 0.06, 0.02], [0.04, -0.01, 0.00], [0.03, 0.05, -0.02], [-0.06, -0.04, 0.01], [0.01, -0.05, 0.01], [-0.02, 0.03, 0.01], [0.00, 0.02, 0.03], [0.09, -0.01, 0.00], [-0.11, 0.02, 0.01], [-0.12, 0.04, 0.12], [-0.07, -0.06, 0.05], [0.01, 0.00, 0.03], [0.03, -0.05, -0.01], [-0.05, -0.02, -0.04], [-0.02, 0.14, 0.03], [-0.05, 0.02, 0.08], [-0.05, 0.01, -0.04], [0.03, -0.14, -0.03], [-0.15, -0.02, 0.10], [0.02, 0.10, -0.12], [-0.03, -0.01, -0.05], [0.09, -0.01, -0.04], [-0.06, 0.01, 0.01], [0.07, -0.02, 0.04], [0.09, -0.09, -0.12], [0.03, 0.00, 0.00], [-0.02, 0.03, -0.01], [-0.02, -0.01, 0.03], [0.03, -0.01, -0.02], [0.13, 0.20, -0.16], [0.07, -0.22, 0.06], [0.00, 0.07, 0.18], [0.00, 0.05, -0.07], [-0.02, 0.02, 0.04], [0.01, 0.02, -0.05], [-0.05, -0.13, -0.09], [-0.03, -0.03, -0.01], [0.00, 0.00, -0.01], [0.03, -0.02, 0.00], [0.00, 0.03, 0.00], [-0.02, 0.02, 0.04]],
  "lowdin_charge": [0.868, -0.061, -0.347, -0.094, -0.477, -0.029, -0.027, 0.078, -0.117, -0.147, -0.125, -0.113, -0.679, -0.034, -0.275, -0.368, -0.053, -0.097, -0.546, -0.041, -0.047, 0.031, -0.178, -0.172, -0.117, -0.069, -0.668, -0.079, -0.114, 0.081, 0.054, 0.079, 0.138, 0.121, 0.119, 0.098, 0.090, 0.086, 0.089, 0.079, 0.065, 0.099, 0.127, 0.113, 0.103, 0.134, 0.086, 0.120, 0.109, 0.102, 0.076, 0.073, 0.076, 0.115, 0.118, 0.080, 0.069, 0.067, 0.080, 0.079, 0.076, 0.107, 0.094, 0.089, 0.070, 0.125, 0.123, 0.126, -0.027, -0.357, -0.104, -0.108, -0.317, -0.101, -0.085, -0.292, 0.054, 0.045, 0.039, 0.093, 0.098, 0.098, 0.096, 0.390, -0.806, -0.161, -0.142, -0.157, -0.136, -0.156, 0.075, 0.081, 0.073, 0.084, 0.083]
}